1.
74
Properties=species:S:1:pos:R:3:forces:R:3 method="wB97M-V/def2-TZVPD" e_above_lowest_kj_mol=0.0 charge=+1 largest_force_ha_per_bohr=0.011 homo_energy_ev=-10.322 e_tot_ev=-69722.387
Pt -0.0425 -0.2481 1.4588 -0.5 0.1 -0.3
C 1.3311 2.8966 1.1696 0.0 0.0 0.0
C 1.4266 2.1900 2.5013 -0.1 0.2 0.0
N 1.4294 0.6875 2.5016 0.1 -0.2 0.0
C 2.7788 0.2410 2.0272 0.2 0.0 -0.1
C 3.0211 -1.2575 1.9635 0.0 0.0 0.1
C 1.2170 0.3125 3.9574 0.0 0.0 0.0
C 0.6547 -1.0757 4.1607 0.0 -0.1 0.0
N -0.4053 -1.1845 3.1788 0.0 0.1 0.1
C -1.2866 -2.2197 3.1081 0.0 -0.2 0.0
C -2.0429 -2.3856 1.9460 0.1 0.1 -0.1
F -1.7838 -1.4862 0.9036 0.2 0.0 0.0
C -2.9961 -3.3533 1.7439 0.0 0.0 0.0
F -3.6423 -3.3882 0.5744 0.0 0.0 0.0
C -3.2625 -4.2723 2.7351 0.0 0.0 0.1
C -2.5278 -4.1552 3.9038 -0.1 0.0 0.0
F -2.7413 -5.0192 4.8954 0.0 0.0 0.0
C -1.5760 -3.1723 4.0983 0.1 0.0 0.1
F -0.9227 -3.1324 5.2731 0.0 0.0 0.0
H 1.5204 3.9582 1.3364 0.0 0.0 0.0
H 0.3333 2.7945 0.7477 0.0 0.0 0.0
H 2.0626 2.5435 0.4458 0.0 0.0 0.0
H 0.5855 2.5019 3.1162 0.0 0.0 0.0
H 2.3414 2.4875 3.0230 0.0 0.0 0.0
H 3.5161 0.7041 2.6904 0.0 0.0 0.0
H 2.9053 0.6743 1.0360 0.0 0.0 0.0
H 3.2003 -1.6909 2.9457 0.0 0.0 0.0
H 3.9163 -1.4347 1.3671 0.0 0.0 0.0
H 2.1885 -1.7764 1.4879 0.0 0.0 0.0
H 0.4521 0.9957 4.3197 0.1 0.1 0.1
H 2.1475 0.5011 4.4970 0.0 -0.1 0.0
H 0.2694 -1.1131 5.1809 0.0 -0.1 0.0
H 1.4007 -1.8704 4.0615 0.0 0.1 0.0
H -4.0019 -5.0483 2.6103 0.0 0.0 0.0
C 3.1695 2.0373 -2.1136 0.0 0.0 0.0
Si 1.3409 2.2370 -2.4407 0.0 0.0 0.0
C 0.7447 3.9623 -2.0516 0.0 0.0 0.0
C 0.9971 1.8658 -4.2355 0.0 0.0 0.0
Sb -0.0372 0.5280 -1.0916 0.0 -0.1 0.1
Si -2.4542 1.3603 -1.4471 0.0 0.0 0.0
C -2.6204 2.7742 -0.2363 0.0 0.0 0.0
C -3.6641 -0.0055 -1.0580 0.0 0.0 0.0
C -2.6781 1.9380 -3.2085 0.1 0.0 0.0
Si 0.3483 -1.7154 -2.2984 0.0 0.0 0.0
C -0.5073 -3.0927 -1.3711 0.0 0.0 0.0
C -0.2581 -1.6815 -4.0665 0.0 0.0 0.0
C 2.1988 -1.9763 -2.2056 0.0 -0.1 0.0
H 3.6952 2.8459 -2.6301 0.0 0.0 0.0
H 3.5375 1.0962 -2.5237 0.0 0.0 0.0
H 3.4513 2.0846 -1.0621 0.0 0.0 0.0
H 1.3487 4.6695 -2.6275 0.0 0.0 0.0
H 0.8226 4.2394 -1.0015 0.0 0.0 0.0
H -0.2934 4.0895 -2.3647 0.0 0.0 0.0
H 1.4930 2.6309 -4.8407 0.0 0.0 0.0
H -0.0673 1.8908 -4.4719 0.0 0.0 0.0
H 1.3957 0.8986 -4.5395 0.0 0.0 0.0
H -2.4131 2.4403 0.7829 0.0 0.0 0.0
H -3.6388 3.1709 -0.2600 0.0 0.0 0.0
H -1.9394 3.5938 -0.4757 0.0 0.0 0.0
H -3.7056 -0.2114 0.0114 0.0 0.0 0.0
H -3.4267 -0.9356 -1.5770 0.0 0.0 0.0
H -4.6631 0.3069 -1.3740 0.0 0.0 0.0
H -2.0421 2.7932 -3.4429 0.0 0.0 0.0
H -3.7162 2.2474 -3.3550 0.0 0.0 0.0
H -2.4654 1.1450 -3.9280 0.0 0.0 0.0
H -1.5950 -3.0351 -1.4364 0.0 0.0 0.0
H -0.2226 -3.1346 -0.3182 0.0 0.0 0.0
H -0.1942 -4.0331 -1.8347 0.0 0.0 0.0
H -1.2248 -1.1856 -4.1666 0.0 0.0 0.0
H -0.3777 -2.7131 -4.4084 0.0 0.0 0.0
H 0.4445 -1.1910 -4.7388 0.0 0.0 0.0
H 2.5184 -2.1050 -1.1697 0.0 0.0 0.0
H 2.7643 -1.1500 -2.6365 0.0 0.0 0.0
H 2.4679 -2.8843 -2.7525 0.0 0.0 0.0

2.
76
Properties=species:S:1:pos:R:3:forces:R:3 method="wB97M-V/def2-TZVPD" charge=0 largest_force_ha_per_bohr=0.095 homo_energy_ev="-7.689 / -8.696" e_tot_ev=-71603.582 multiplicity=2
O 0.4997 -2.5892 -0.9097 -1.6 -2.5 0.8
V 1.3382 -1.3869 -1.3519 3.2 3.4 -0.9
C 0.8949 0.6761 -0.0683 -1.2 -3.0 -3.7
O 0.4160 1.5750 0.5296 0.0 2.8 3.1
O 1.9010 -0.0975 0.0804 1.2 -0.3 1.4
O 0.2252 0.2394 -1.1773 0.0 -0.3 -0.4
C -2.2739 0.0478 -4.4222 -1.0 0.2 0.5
C -2.3651 1.1924 -3.3973 0.1 -0.6 -1.4
C -0.9917 1.7984 -3.3631 1.2 0.8 1.0
N -0.8005 3.0414 -2.4129 -0.4 -0.5 0.3
C -1.3463 4.2894 -2.9390 -0.5 2.7 -2.2
C -1.3511 5.5773 -2.0175 0.8 -3.2 0.8
C -1.6496 5.2705 -0.5519 -2.5 0.4 0.1
C -1.2635 3.8557 -0.1254 -0.3 1.2 0.8
C -1.5966 2.7877 -1.0991 1.5 -1.3 -1.1
C 0.6602 3.2870 -2.2205 -0.2 -1.2 -0.2
H -1.8986 0.3543 -5.3750 1.0 0.2 -0.4
H -3.2581 -0.2818 -4.7019 -0.8 -0.2 0.3
H -1.7846 -0.7922 -3.9793 0.8 -0.5 -0.1
H -2.7525 0.7760 -2.4936 0.1 -0.1 0.8
H -3.1223 1.8403 -3.8071 -0.2 0.8 0.1
H -0.7371 2.1523 -4.3625 0.2 0.1 0.1
H -0.1827 1.1080 -3.0037 -1.2 0.5 -0.5
H -2.3351 4.1254 -3.3063 -1.0 -0.6 0.3
H -0.8801 4.6733 -3.9149 0.2 -1.1 1.3
H -2.0358 6.2631 -2.4130 -0.8 1.0 -0.7
H -0.3656 5.9291 -2.0695 1.4 1.0 -0.2
H -2.7847 5.3472 -0.4411 1.2 -0.1 0.0
H -1.2732 6.0788 0.1076 0.1 -0.6 -0.3
H -1.7455 3.6297 0.8098 -0.6 -0.2 0.4
H -0.2394 3.8031 0.1874 0.7 -0.2 -0.2
H -2.6352 2.6812 -1.4518 0.4 0.3 0.5
H -1.1660 1.8285 -0.7311 -0.8 0.6 -0.3
H 1.2171 2.3872 -1.9761 -0.4 -0.1 0.6
H 0.7711 4.0876 -1.5257 0.4 0.3 0.4
H 1.0333 3.5242 -3.1851 0.3 0.6 -0.9
C -0.9409 -0.5344 6.1108 0.6 -0.7 0.7
C -0.2838 -0.6700 4.7464 2.4 -0.3 0.1
C 0.4032 -2.0444 4.5665 0.3 0.7 0.5
N 0.3448 -2.6400 3.1697 2.4 -0.4 1.4
C 1.0916 -3.9936 3.2176 -0.1 -0.1 1.0
C 0.9055 -4.7861 1.9690 -0.5 1.3 -2.3
C -0.5421 -4.8367 1.5154 -0.5 -0.4 0.0
C -1.1876 -3.4333 1.4601 -1.1 -0.1 -0.2
C -1.0646 -2.7949 2.8138 -0.5 0.2 -0.6
C 1.1156 -1.8085 2.1935 -0.3 1.4 -0.7
H -1.1697 0.5136 6.1954 -0.6 0.3 0.4
H -0.2507 -0.7838 6.9728 -0.6 0.2 -1.0
H -1.8349 -1.2007 6.2141 0.6 0.8 -0.2
H 0.4953 0.0905 4.5340 -0.5 -0.1 0.6
H -0.9643 -0.5061 3.9744 -1.4 0.3 -1.0
H -0.1649 -2.6866 5.2452 0.5 -0.6 -0.3
H 1.4792 -1.9403 4.8770 -1.1 -0.5 -0.4
H 0.6481 -4.5292 4.0836 0.3 0.2 -0.4
H 2.1811 -3.8463 3.3871 -0.8 0.5 0.1
H 1.3548 -5.7582 2.0470 0.2 -0.4 0.2
H 1.3104 -4.3010 1.0411 0.8 -0.2 1.2
H -1.0713 -5.6368 2.0861 -0.3 0.9 -0.2
H -0.5338 -5.1271 0.4845 0.0 -0.7 -0.6
H -2.2940 -3.5724 1.2414 1.3 0.4 0.1
H -0.7215 -2.7412 0.6920 -0.6 -1.3 0.6
H -1.4838 -3.4754 3.5394 -0.4 0.1 0.6
H -1.4922 -1.7798 2.8764 -0.1 -0.8 -0.2
H 1.9096 -1.2259 2.7133 -0.7 -0.4 -0.4
H 0.3647 -1.1422 1.6825 1.1 -0.5 0.6
H 1.6051 -2.4551 1.4489 -0.3 0.5 0.3
O 3.4627 -0.3881 -4.0895 -1.4 -1.3 0.4
C 2.0447 -0.2324 -4.0966 1.7 0.1 2.3
O 1.5938 0.7825 -4.5954 -0.4 -0.5 -0.5
O 1.4703 -1.1282 -3.3452 0.3 0.8 -1.3
H 3.8962 0.2624 -4.6298 -0.3 0.7 -0.5
O 5.3493 -1.3842 -0.7609 1.0 -0.1 0.0
C 4.1892 -1.9269 -0.3173 -0.4 1.4 -2.6
O 4.1548 -2.3699 0.7877 -0.8 -0.9 1.7
O 3.2884 -1.8235 -1.2700 -0.5 -0.8 0.6
H 5.2196 -1.2258 -1.7026 -0.1 0.2 -0.1

3.
75
Properties=species:S:1:pos:R:3:forces:R:3 method="wB97M-V/def2-TZVPD" smiles="CCN[C@@H]1C[C@H](N)[C@@H](O[C@H]2OC(CN)=CC[C@H]2N)[C@H](O)[C@H]1O[C@@H]1OC[C@](C)(O)[C@H]([NH2+]C)[C@H]1O" e_above_lowest_kj_mol=5.8 charge=+1 largest_force_ha_per_bohr=0.016 homo_energy_ev=-11.262 e_tot_ev=-44235.968
C -3.2726 -4.6402 -0.4659 0.3 0.0 -0.1
C -1.9700 -3.9801 -0.8890 -0.1 -0.1 -0.1
N -1.4464 -3.1796 0.2046 -0.2 0.3 0.1
C -0.2687 -2.3980 -0.1130 0.1 0.1 0.2
C 0.9876 -3.2714 -0.0085 0.0 0.5 -0.1
C 2.2845 -2.4994 -0.2747 -0.1 0.2 0.1
N 3.4114 -3.3903 -0.0845 0.1 0.0 -0.1
C 2.3858 -1.3713 0.7535 -0.6 -0.2 -0.2
O 3.5394 -0.5336 0.6818 0.2 0.1 0.0
C 3.9151 0.0289 -0.5508 0.8 -0.1 -0.3
O 2.9479 0.9152 -1.0629 -0.2 0.3 0.0
C 2.8607 2.1465 -0.4476 0.0 0.1 0.1
C 1.5692 2.8407 -0.8168 0.2 -0.1 0.0
N 0.5684 2.8293 0.2736 0.1 0.1 0.2
C 3.7767 2.6156 0.3925 0.0 -0.1 -0.1
C 5.0253 1.8565 0.7189 0.0 -0.2 -0.2
C 5.2559 0.7456 -0.3215 -0.4 0.1 0.2
N 6.2498 -0.2452 0.0163 0.1 -0.2 0.1
C 1.1471 -0.4788 0.7048 -0.2 -0.4 -0.1
O 1.2479 0.5176 1.7134 0.0 -0.1 0.3
C -0.1712 -1.2236 0.8678 0.6 -0.1 -0.3
O -1.1772 -0.2438 0.5811 -0.1 0.1 0.0
C -2.2147 -0.0315 1.5074 0.0 0.3 0.5
O -3.3461 -0.7624 1.1495 0.1 -0.1 0.2
C -4.3320 -0.0687 0.3971 -0.2 0.2 -0.3
C -3.7328 0.9167 -0.6127 -0.5 0.3 0.3
C -4.8538 1.5278 -1.4527 0.3 -0.3 0.2
O -2.8430 0.2785 -1.5024 0.0 -0.5 -0.3
C -2.9440 2.0204 0.1795 -0.3 -0.4 0.4
N -1.8463 2.5074 -0.6794 0.2 -0.4 -0.3
C -2.1059 3.8067 -1.3142 -0.1 0.3 -0.2
C -2.4621 1.4908 1.5473 0.6 -0.2 -0.3
O -3.4561 1.8477 2.4673 -0.3 0.0 0.2
H -4.0259 -3.8894 -0.2359 -0.1 0.1 0.0
H -3.1076 -5.2445 0.4211 0.0 -0.1 0.1
H -3.6471 -5.2773 -1.2619 -0.1 0.0 0.0
H -1.2333 -4.7499 -1.1313 0.0 0.0 -0.1
H -2.1343 -3.3732 -1.7989 0.1 -0.1 0.1
H -2.1899 -2.5813 0.5537 0.0 0.0 -0.1
H -0.3186 -1.9703 -1.1373 0.0 0.0 0.1
H 0.9122 -4.0852 -0.7284 0.0 -0.1 0.0
H 1.0331 -3.7146 0.9858 0.0 -0.1 0.1
H 2.2275 -2.0559 -1.2881 0.0 -0.1 0.2
H 4.2915 -2.8927 -0.1563 0.0 -0.1 -0.1
H 3.4080 -4.1365 -0.7691 0.1 0.0 0.0
H 2.4745 -1.8273 1.7466 -0.1 0.0 -0.1
H 4.0307 -0.7396 -1.3241 -0.1 0.1 0.2
H 1.1522 2.3027 -1.6722 0.0 0.1 0.0
H 1.7644 3.8724 -1.1119 -0.1 -0.1 0.0
H 0.7380 2.0064 0.8682 0.1 0.1 0.1
H 0.6925 3.6446 0.8657 0.0 -0.1 0.0
H 3.6395 3.5799 0.8552 -0.2 0.2 0.0
H 5.8787 2.5369 0.7339 0.0 -0.1 0.0
H 4.9429 1.4064 1.7147 0.1 0.0 0.0
H 5.5403 1.2014 -1.2773 -0.1 0.0 0.1
H 5.9891 -0.7251 0.8712 0.1 0.1 0.0
H 7.1554 0.1871 0.1567 0.0 -0.1 0.0
H 1.1034 0.0051 -0.2804 0.0 -0.1 0.1
H 2.1903 0.5827 1.9356 -0.1 0.1 0.0
H -0.2834 -1.5866 1.8936 0.0 0.0 0.0
H -1.9096 -0.3910 2.5014 0.0 0.0 -0.2
H -5.0020 0.4741 1.0726 0.0 -0.1 -0.1
H -4.8941 -0.8476 -0.1212 0.0 0.2 -0.1
H -5.5110 2.1354 -0.8394 -0.1 0.1 0.1
H -4.4390 2.1283 -2.2567 0.0 0.1 -0.1
H -5.4355 0.7312 -1.9075 -0.1 -0.1 -0.1
H -2.3025 -0.3555 -0.9991 0.0 0.1 -0.1
H -3.6216 2.8452 0.4150 0.1 0.0 -0.1
H -1.7673 1.7604 -1.4014 0.1 0.4 0.2
H -0.8107 2.6099 -0.1810 -0.4 0.0 -0.1
H -3.0253 3.7932 -1.8949 0.0 0.0 0.0
H -1.2785 4.0555 -1.9749 0.0 0.0 0.0
H -2.1870 4.5753 -0.5481 0.0 0.0 0.0
H -1.5014 1.9609 1.8096 -0.1 -0.1 0.0
H -3.2685 1.4746 3.3365 0.0 0.0 0.0